1:
Formula: C3H7N2P
Source: the OMol25 dataset
Level of theory: the ωB97M-V functional and the def2-TZVPD basis

Atoms and positions in Å:
1 C 1.150 -0.752 -0.563
2 C 0.141 -1.368 0.054
3 C 1.248 0.727 -0.348
4 N 0.002 1.208 0.270
5 N -0.833 -0.542 0.741
6 P -1.962 0.056 -0.417
7 H 1.928 -1.386 -0.959
8 H 0.077 -2.448 0.437
9 H 2.084 0.959 0.308
10 H 1.410 1.445 -1.168
11 H 0.294 1.666 1.171
12 H -2.478 1.286 0.276
13 H -3.062 -0.852 0.198

2S+1: 1
Gap between HOMO and LUMO (alpha / beta) (hartree): 0.31823 / 0.31821
LUMO level (alpha / beta) (eV): -0.1 / -0.1
Charge: 0
HOMO energy (alpha / beta) (Ha): -0.321 / -0.321

These are the Löwdin partial charges, in e, on atoms 1 to 2:
1. C -0.1188
2. C -0.2767

=====

2:
Formula: C3H7N2P
Source: the OMol25 dataset
Level of theory: the ωB97M-V functional and the def2-TZVPD basis

Atoms and positions in Å:
1 C -1.702 -0.656 0.002
2 C -1.554 0.842 0.274
3 C 2.158 -0.573 0.069
4 N -0.820 -1.492 -0.049
5 N 0.954 0.051 0.512
6 P 0.183 1.309 -0.077
7 H -2.759 -0.908 -0.113
8 H -2.253 1.441 -0.317
9 H -1.780 0.995 1.334
10 H 1.930 -1.317 -0.697
11 H 2.876 0.129 -0.359
12 H 2.620 -1.080 0.920
13 H 0.148 1.261 -1.499

2S+1: 1
Gap between HOMO and LUMO (alpha / beta) (hartree): 0.31069 / 0.29442
LUMO level (alpha / beta) (eV): -0.5 / -0.1
Charge: 0
HOMO energy (alpha / beta) (Ha): -0.329 / -0.299

These are the Löwdin partial charges, in e, on atoms 1 to 2:
1. C -0.3776
2. C -0.3845

=====

Most stable structure among those shown: 2. Next: +0.0388 hartree.